(1)
Here is a molecular structure, C43H31AsBrIN4STc at a distorted geometry from OMol25. Energies are from ωB97M-V/def2-TZVPD.

Summary:
**LUMO level (spin up / spin down)**: -0.2023 / -0.2710 Ha
**Orbital gap (spin up / spin down)**: 7.2 / 5.8 eV

```
! wB97M-V def2-TZVPD RIJCOSX def2/J DEFGRID3
* xyz 2 4
Tc -0.49 -0.35 0.52
C 2.32 -1.97 -2.51
C 1.58 -1.79 -1.34
N 0.72 -0.79 -1.18
C 0.63 0.16 -2.18
C 1.36 0.05 -3.37
C 2.21 -1.06 -3.53
C 1.27 1.09 -4.33
C 0.52 2.20 -4.06
C -0.20 2.32 -2.86
C -0.20 1.29 -1.93
N -0.83 1.26 -0.69
C -1.85 2.12 -0.26
C -2.63 2.99 -1.01
C -3.55 3.85 -0.38
C -3.70 3.86 0.97
C -2.98 2.93 1.77
C -3.09 2.85 3.17
C -2.37 1.90 3.85
C -1.59 0.99 3.13
N -1.50 1.02 1.81
C -2.13 2.03 1.13
H 2.98 -2.83 -2.58
H 1.68 -2.48 -0.52
H 2.77 -1.18 -4.45
H 1.83 1.00 -5.25
H 0.49 3.02 -4.77
H -0.70 3.25 -2.65
H -2.56 3.00 -2.09
H -4.14 4.52 -1.00
H -4.38 4.56 1.46
H -3.73 3.55 3.70
H -2.40 1.83 4.93
H -1.04 0.21 3.64
S 1.50 0.18 1.72
C 1.67 -0.91 3.09
C 2.61 -0.58 4.06
C 2.78 -1.39 5.18
C 2.01 -2.54 5.33
C 1.08 -2.89 4.36
C 0.92 -2.08 3.24
As -0.30 -2.50 1.82
C -1.86 -3.28 2.65
C -2.02 -4.66 2.71
C -3.14 -5.20 3.32
C -4.11 -4.36 3.86
C -3.95 -2.98 3.80
C -2.83 -2.44 3.18
C 0.47 -3.98 0.87
C -0.20 -4.41 -0.28
C 0.34 -5.43 -1.04
C 1.55 -6.01 -0.67
C 2.22 -5.57 0.47
C 1.68 -4.55 1.24
H 3.20 0.33 3.95
H 3.50 -1.11 5.93
H 2.15 -3.16 6.20
H 0.49 -3.79 4.47
H -1.27 -5.32 2.29
H -3.27 -6.27 3.37
H -4.98 -4.78 4.34
H -4.71 -2.33 4.22
H -2.72 -1.37 3.12
H -1.14 -3.97 -0.57
H -0.18 -5.78 -1.93
H 1.98 -6.81 -1.27
H 3.15 -6.03 0.76
H 2.20 -4.21 2.12
Br -3.92 -3.80 -2.95
C -3.37 -3.52 -4.74
C -3.55 -4.58 -5.62
C -3.17 -4.45 -6.94
C -2.62 -3.26 -7.39
C -2.43 -2.20 -6.52
C -2.81 -2.33 -5.19
I -2.50 -0.68 -3.95
H -3.99 -5.50 -5.26
H -3.32 -5.28 -7.62
H -2.33 -3.15 -8.43
H -2.01 -1.27 -6.87
N -3.27 -1.53 -0.40
C -2.24 -1.07 -0.15
H -4.10 -1.94 -0.81
*
```

(2)
Here is a molecular structure, C43H32BrMoO4P2S at a distorted geometry from OMol25. Energies are from ωB97M-V/def2-TZVPD.

Summary:
**LUMO level (spin up / spin down)**: 0.0589 / 0.0504 Ha
**Orbital gap (spin up / spin down)**: 5.9 / 5.2 eV
**Energy above the lowest of the compared OMol25 structures with the same formula, charge and spin**: 251.2 kJ/mol

```
! wB97M-V def2-TZVPD RIJCOSX def2/J DEFGRID3
* xyz -1 3
Mo 0.02 -0.53 0.52
O 1.54 0.38 4.40
C 1.03 0.53 3.30
O 0.78 -0.43 2.46
C 0.63 1.91 2.81
P 0.51 1.89 0.98
C 2.00 2.88 0.50
C 2.18 4.14 1.08
C 3.28 4.92 0.78
C 4.23 4.46 -0.14
C 4.06 3.22 -0.73
C 2.96 2.44 -0.40
C -0.74 3.19 0.57
C -1.83 3.46 1.39
C -2.75 4.44 1.05
C -2.61 5.15 -0.13
C -1.53 4.89 -0.96
C -0.60 3.92 -0.60
H 1.33 2.66 3.18
H -0.35 2.12 3.23
H 1.44 4.52 1.78
H 3.40 5.89 1.24
H 5.09 5.08 -0.38
H 4.79 2.85 -1.44
H 2.85 1.47 -0.87
H -1.99 2.89 2.30
H -3.60 4.62 1.70
H -3.34 5.91 -0.40
H -1.40 5.44 -1.88
H 0.24 3.74 -1.26
C 6.29 -0.28 1.87
C 6.20 -1.34 0.97
C 4.98 -1.66 0.40
C 3.83 -0.93 0.71
C 3.94 0.11 1.62
C 5.16 0.44 2.20
P 2.24 -1.31 -0.12
C 2.32 -3.13 -0.20
C 2.59 -3.80 1.06
C 1.85 -4.78 1.58
C 0.57 -5.25 0.93
C 1.27 -5.04 -1.48
C 1.77 -3.77 -1.34
C 2.45 -0.73 -1.84
C 3.53 -1.01 -2.64
C 3.59 -0.50 -3.96
C 2.58 0.29 -4.43
C 1.45 0.60 -3.63
C 0.39 1.40 -4.12
C -0.68 1.65 -3.32
C -0.74 1.15 -2.00
C 0.28 0.40 -1.45
C 1.39 0.10 -2.31
H 7.25 -0.03 2.33
H 7.09 -1.92 0.73
H 4.91 -2.50 -0.28
H 3.06 0.68 1.89
H 5.21 1.25 2.92
H 3.40 -3.39 1.66
H 2.12 -5.20 2.55
H 0.06 -5.94 1.60
H 0.98 -5.35 -2.48
H 1.76 -3.17 -2.24
H 4.33 -1.64 -2.28
H 4.45 -0.73 -4.58
H 2.62 0.68 -5.44
H 0.44 1.78 -5.14
H -1.51 2.24 -3.69
H -1.63 1.34 -1.41
O -2.81 -2.61 -1.66
C -1.79 -2.65 -1.00
O -0.98 -1.68 -0.82
C -1.30 -4.00 -0.46
C -1.83 -5.07 -1.08
C -1.45 -6.48 -1.00
C -0.22 -6.92 -0.74
C 0.92 -6.01 -0.37
C -0.38 -4.06 0.69
S -0.38 -2.86 1.80
H -2.64 -4.82 -1.76
H -2.21 -7.20 -1.27
H -0.04 -7.99 -0.75
H 1.79 -6.63 -0.15
Br -2.39 0.14 1.36
*
```

(3)
Here is a molecular structure, C43H32F6MnN6O8P at a distorted geometry from OMol25. Energies are from ωB97M-V/def2-TZVPD.

Summary:
**LUMO level (spin up / spin down)**: -0.1724 / -0.1962 Ha
**Orbital gap (spin up / spin down)**: 6.8 / 6.1 eV

```
! wB97M-V def2-TZVPD RIJCOSX def2/J DEFGRID3
* xyz 1 6
Mn 0.10 0.82 -0.41
C -2.82 -2.09 -2.56
O -2.66 -2.41 -1.13
C -1.76 -1.55 -0.70
N -1.30 -0.65 -1.46
C -2.08 -0.76 -2.74
C -1.33 -0.70 -4.05
C -0.02 -0.29 -4.17
C 0.59 -0.23 -5.42
C -0.11 -0.58 -6.56
C -1.43 -1.00 -6.45
C -2.03 -1.05 -5.20
C -1.36 -1.64 0.73
C -2.04 -2.35 1.70
C -1.65 -2.17 3.02
C -0.61 -1.29 3.32
C 0.00 -0.65 2.26
N -0.35 -0.85 1.00
C 1.09 0.35 2.34
N 1.49 0.94 1.29
C 2.68 1.76 1.65
C 2.71 1.63 3.19
O 1.68 0.60 3.49
C 2.68 3.20 1.18
C 3.80 3.96 1.49
C 3.88 5.29 1.10
C 2.84 5.87 0.39
C 1.73 5.12 0.07
C 1.65 3.79 0.46
H -3.89 -2.04 -2.77
H -2.37 -2.90 -3.12
H -2.78 0.08 -2.71
H 0.53 0.00 -3.29
H 1.62 0.11 -5.50
H 0.36 -0.51 -7.54
H -1.99 -1.27 -7.33
H -3.07 -1.36 -5.13
H -2.87 -2.98 1.43
H -2.16 -2.69 3.81
H -0.29 -1.09 4.33
H 3.54 1.26 1.22
H 2.41 2.54 3.70
H 3.65 1.26 3.58
H 4.63 3.52 2.05
H 4.76 5.87 1.35
H 2.90 6.91 0.09
H 0.90 5.56 -0.48
H 0.74 3.26 0.23
F -0.26 1.91 -1.95
P -1.45 3.26 -2.51
F -2.60 2.36 -1.86
F -2.41 4.39 -2.99
F -1.54 2.39 -3.83
F -0.13 3.95 -3.06
F -1.19 3.91 -1.08
N 1.69 0.13 -1.33
C 2.76 0.01 -1.98
C 3.64 1.19 -2.11
C 3.08 2.45 -2.33
C 3.91 3.55 -2.48
C 5.28 3.39 -2.38
C 5.84 2.14 -2.13
C 5.03 1.03 -2.00
C 3.06 -1.32 -2.58
C 3.80 -1.39 -3.75
C 4.03 -2.62 -4.34
C 3.52 -3.77 -3.75
C 2.77 -3.70 -2.58
C 2.54 -2.47 -2.00
H 2.01 2.56 -2.43
H 3.47 4.52 -2.67
H 5.93 4.25 -2.49
H 6.92 2.02 -2.05
H 5.45 0.05 -1.81
H 4.18 -0.48 -4.22
H 4.60 -2.68 -5.26
H 3.71 -4.74 -4.21
H 2.38 -4.60 -2.13
H 1.96 -2.40 -1.08
O -3.00 0.61 1.25
C -2.23 1.53 1.31
O -1.14 1.68 0.56
C -2.39 2.66 2.27
C -1.31 3.44 2.64
C -1.50 4.43 3.57
C -2.73 4.70 4.14
C -3.78 3.90 3.74
C -3.65 2.88 2.83
N -5.12 4.14 4.33
O -5.21 5.03 5.14
O -6.03 3.43 3.96
N -0.33 5.24 4.00
O 0.77 4.83 3.66
O -0.54 6.23 4.64
H -0.33 3.29 2.20
H -2.87 5.49 4.86
H -4.49 2.26 2.55
*
```

(4)
Here is a molecular structure, C43H32N7O3S3Tl from OMol25. Energies are from ωB97M-V/def2-TZVPD.

Summary:
**LUMO level**: 0.1446 Ha
**Orbital gap**: 6.0 eV
**Energy above the lowest of the compared OMol25 structures with the same formula, charge and spin**: 0.0 kJ/mol

```
! wB97M-V def2-TZVPD RIJCOSX def2/J DEFGRID3
* xyz -2 1
Tl 0.99 -0.69 -1.03
C 5.36 -1.83 -3.46
C 3.96 -1.85 -3.39
N 3.23 -0.79 -3.15
C 3.84 0.40 -2.96
C 5.26 0.52 -2.99
C 6.00 -0.65 -3.25
C 5.87 1.77 -2.73
C 5.08 2.84 -2.43
C 3.68 2.75 -2.42
C 3.01 1.56 -2.70
N 1.66 1.38 -2.64
C 0.79 2.34 -3.01
C 1.07 3.48 -3.79
C 0.10 4.42 -4.13
C -1.21 4.30 -3.74
C -1.59 3.13 -3.03
C -2.93 2.88 -2.65
C -3.26 1.71 -2.04
C -2.24 0.77 -1.79
N -0.99 0.99 -2.09
C -0.62 2.15 -2.69
H 5.91 -2.74 -3.67
H 3.42 -2.79 -3.52
H 7.09 -0.58 -3.27
H 6.95 1.85 -2.74
H 5.54 3.79 -2.18
H 3.10 3.61 -2.13
H 2.08 3.62 -4.15
H 0.40 5.28 -4.72
H -1.96 5.04 -3.99
H -3.68 3.62 -2.88
H -4.28 1.49 -1.74
H -2.46 -0.18 -1.31
S 4.72 2.17 0.91
C 5.43 0.64 0.64
C 4.49 -0.30 0.33
C 3.13 0.15 0.30
C 3.11 1.49 0.59
C 1.97 2.41 0.63
C 2.14 3.80 0.68
C 1.03 4.62 0.73
C -0.23 4.05 0.74
C -0.31 2.67 0.67
N 0.75 1.87 0.60
H 6.50 0.52 0.71
H 4.78 -1.33 0.12
H 3.13 4.22 0.66
H 1.15 5.70 0.75
H -1.13 4.65 0.78
H -1.28 2.18 0.68
N 1.92 -3.52 0.65
C 0.96 -3.84 1.61
C 0.90 -3.15 2.82
C -0.06 -3.46 3.76
C -1.00 -4.45 3.51
C -0.93 -5.17 2.33
C 0.05 -4.87 1.39
S -2.29 -4.78 4.70
O -2.82 -3.44 5.03
O -1.63 -5.42 5.83
O -3.25 -5.61 3.99
H 2.20 -2.55 0.66
H 1.69 -3.82 -0.28
H 1.61 -2.34 2.99
H -0.13 -2.90 4.69
H -1.66 -5.95 2.15
H 0.08 -5.41 0.44
S -4.73 -2.19 3.71
C -3.29 -1.79 2.73
C -2.38 -0.83 3.15
C -1.30 -0.54 2.33
N -1.08 -1.14 1.17
C -1.95 -2.07 0.78
C -3.07 -2.43 1.52
C -5.87 -1.27 2.67
C -6.88 -1.92 1.96
C -7.74 -1.17 1.18
N -7.68 0.16 1.06
C -6.71 0.77 1.74
C -5.80 0.11 2.54
H -2.51 -0.36 4.11
H -0.56 0.20 2.62
H -1.73 -2.56 -0.17
H -3.73 -3.21 1.18
H -6.97 -2.99 2.02
H -8.53 -1.66 0.61
H -6.67 1.85 1.63
H -5.03 0.66 3.07
*
```

Question: Which formula does entry 4 have?
Answer: C43H32N7O3S3Tl